# 1
DFT (ωB97M-V with the def2-TZVPD basis set) results for the molecule C6H8.

* energy: -233.192033 a.u.
* net charge: 0
* frontier orbital gap: 8.447 eV
* ΔE to the lowest compared entry with this formula, charge and spin: 122.35 kcal/mol

Each line ends with the Mulliken charge.
CARTESIAN COORDINATES (ANGSTROEM)
C  -1.278  -0.298  0.489  -0.49
C  0.000  0.559  0.642  -0.61
C  1.468  0.974  -1.113  -0.75
C  0.786  -0.777  0.671  -0.48
C  -0.242  -0.921  -0.472  -0.38
C  0.100  0.527  -0.962  0.13
H  -2.172  0.169  0.064  0.26
H  -1.515  -0.887  1.382  0.25
H  0.114  1.467  1.239  0.45
H  1.408  2.070  -1.283  0.18
H  1.833  -0.754  0.374  0.38
H  0.606  -1.397  1.553  0.25
H  -0.389  -1.789  -1.119  0.46
H  -0.721  1.059  -1.463  0.36


# 2
DFT (ωB97M-V with the def2-TZVPD basis set) results for a structure of composition C15H21AuBN3O3S.

* energy: -1532.949792 a.u.
* net charge: -2
* frontier orbital gap: 6.270 eV
* ΔE to the lowest compared entry with this formula, charge and spin: 30.42 kcal/mol

Each line ends with the Mulliken charge.
CARTESIAN COORDINATES (ANGSTROEM)
Au  -1.526  0.992  -1.712  0.32
C  3.617  -2.041  1.400  -1.09
C  3.738  -0.637  0.813  -0.61
N  3.206  -0.508  -0.533  0.22
C  4.147  -0.477  -1.634  -0.96
C  4.460  -1.857  -2.207  -0.94
C  1.839  -0.428  -0.738  0.32
S  1.235  -0.296  -2.316  -0.46
N  1.159  -0.423  0.419  -0.20
C  -0.172  -0.560  0.477  -0.26
O  -0.968  -0.916  -0.405  -0.71
C  -0.758  -0.292  1.852  0.60
C  -2.143  -0.263  1.981  -0.54
C  -2.726  -0.024  3.216  -0.70
C  -1.931  0.180  4.337  -0.26
C  -0.548  0.149  4.214  -0.66
C  0.035  -0.082  2.974  0.04
H  4.035  -2.072  2.411  0.34
H  4.146  -2.772  0.785  0.34
H  2.566  -2.321  1.447  0.24
H  4.792  -0.346  0.771  0.39
H  3.218  0.066  1.464  0.34
H  5.066  -0.004  -1.274  0.37
H  3.721  0.146  -2.419  0.45
H  4.919  -2.505  -1.457  0.24
H  5.146  -1.774  -3.055  0.38
H  3.534  -2.316  -2.552  0.24
H  -2.740  -0.425  1.092  0.61
H  -3.806  0.006  3.303  0.38
H  -2.386  0.366  5.304  0.34
H  0.080  0.309  5.084  0.37
H  1.110  -0.101  2.854  0.28
B  -5.838  -2.015  -2.486  -0.21
C  -4.434  -1.272  -2.329  0.10
N  -3.417  -0.735  -2.216  -0.46
H  -6.717  -1.289  -2.044  -0.14
H  -5.806  -3.065  -1.860  -0.14
H  -6.038  -2.240  -3.671  -0.14
C  -2.148  5.120  -1.228  -0.66
O  -2.047  3.725  -0.994  -0.16
C  -1.650  2.969  -2.108  0.22
O  -1.436  3.578  -3.135  -0.55
H  -2.400  5.567  -0.265  0.21
H  -2.927  5.351  -1.959  0.25
H  -1.209  5.534  -1.601  0.26


Which of these has the lowest ΔE to the lowest compared entry with this formula, charge and spin?
C15H21AuBN3O3S


Which of these has the lowest frontier orbital gap?
C15H21AuBN3O3S


Among the records above, which one has the highest net charge?
C6H8


ΔE to the lowest compared entry with this formula, charge and spin of number 1 (C6H8)?
122.35 kcal/mol